{"formula": "C23H72N6O13", "method": "ωB97M-V with the def2-TZVPD basis set", "relative_energy_kcal_mol": 196.1, "mol_weight_g_mol": 640.9, "symbols": ["C", "O", "H", "H", "H", "H", "C", "O", "H", "H", "H", "H", "C", "O", "H", "H", "H", "H", "C", "O", "H", "H", "H", "H", "C", "O", "H", "H", "H", "H", "C", "O", "N", "N", "H", "H", "H", "H", "C", "O", "N", "N", "H", "H", "H", "H", "C", "O", "N", "N", "H", "H", "H", "H", "C", "C", "C", "O", "H", "H", "H", "H", "H", "H", "H", "H", "C", "C", "C", "O", "H", "H", "H", "H", "H", "H", "H", "H", "C", "C", "C", "O", "H", "H", "H", "H", "H", "H", "H", "H", "C", "C", "C", "O", "H", "H", "H", "H", "H", "H", "H", "H", "C", "C", "C", "O", "H", "H", "H", "H", "H", "H", "H", "H"], "positions_angstrom": [[-4.645, -1.939, 0.491], [-3.647, -1.546, 1.373], [-5.620, -1.946, 0.979], [-4.402, -2.922, 0.162], [-4.680, -1.368, -0.404], [-4.061, -1.547, 2.270], [-1.376, -1.456, 4.259], [-0.914, -0.325, 5.045], [-0.998, -2.330, 4.742], [-1.121, -1.479, 3.196], [-2.460, -1.414, 4.243], [-1.107, -0.451, 5.992], [0.491, -3.298, 0.935], [1.296, -4.420, 1.303], [0.426, -3.236, -0.141], [0.898, -2.453, 1.366], [-0.553, -3.230, 1.242], [1.031, -5.180, 0.821], [1.064, -2.307, -3.079], [0.343, -1.712, -4.134], [0.479, -2.544, -2.175], [1.923, -1.683, -2.964], [1.425, -3.254, -3.351], [0.159, -0.834, -3.867], [3.984, 0.955, 0.640], [5.394, 0.785, 0.734], [3.485, 0.757, 1.549], [3.649, 0.101, -0.023], [3.665, 1.899, 0.171], [5.654, 1.556, 1.218], [-3.383, 1.332, -1.422], [-4.590, 1.942, -1.759], [-2.815, 0.638, -2.331], [-2.806, 1.336, -0.259], [-3.143, 0.712, -3.353], [-1.821, 0.525, -2.292], [-3.324, 1.892, 0.432], [-2.010, 0.760, 0.052], [-0.101, -0.213, 0.820], [1.063, -0.281, 0.136], [-0.352, 0.450, 1.914], [-1.213, -0.685, 0.307], [0.465, 0.615, 2.528], [-1.206, 0.702, 2.463], [-1.160, -1.249, -0.560], [-2.065, -0.842, 0.821], [1.771, 2.024, 4.037], [0.921, 3.101, 4.357], [1.429, 0.771, 4.103], [3.058, 2.198, 3.864], [0.561, 0.597, 4.560], [2.131, 0.088, 4.020], [3.397, 3.160, 3.884], [3.683, 1.351, 3.928], [-3.008, 1.437, 3.458], [-3.252, 2.769, 2.768], [-1.853, 3.292, 2.410], [-3.983, 2.698, 1.716], [-2.734, 0.602, 2.840], [-3.859, 1.138, 3.955], [-2.320, 1.575, 4.273], [-3.686, 3.481, 3.422], [-1.854, 4.315, 2.046], [-1.479, 2.708, 1.574], [-1.156, 3.265, 3.229], [-4.940, 2.561, 1.945], [2.052, 1.445, -2.800], [0.567, 1.462, -2.919], [0.207, 1.506, -4.397], [0.013, 0.472, -2.434], [2.454, 0.583, -3.416], [2.348, 1.173, -1.781], [2.576, 2.337, -3.081], [0.117, 2.369, -2.478], [-0.901, 1.421, -4.584], [0.744, 0.735, -4.970], [0.491, 2.434, -4.915], [0.323, 0.385, -1.483], [-0.324, 4.166, -0.621], [1.151, 4.261, -0.224], [1.455, 3.199, 0.906], [1.994, 4.007, -1.101], [-0.789, 3.174, -0.461], [-0.411, 4.548, -1.653], [-0.914, 4.896, -0.068], [1.469, 5.257, 0.136], [1.351, 2.221, 0.549], [0.662, 3.332, 1.684], [2.401, 3.251, 1.430], [1.814, 3.186, -1.482], [-1.991, -3.467, -3.620], [-2.353, -2.776, -2.279], [-2.041, -3.820, -1.184], [-1.777, -1.692, -2.090], [-1.869, -2.752, -4.441], [-2.859, -4.045, -3.914], [-1.070, -4.047, -3.559], [-3.432, -2.558, -2.261], [-1.103, -4.288, -1.164], [-2.706, -4.644, -1.211], [-2.176, -3.306, -0.247], [-2.432, -0.976, -2.174], [3.314, -2.646, -0.711], [4.306, -2.597, -1.824], [4.834, -1.203, -2.079], [5.269, -3.270, -1.604], [2.364, -2.367, -0.963], [3.692, -2.121, 0.173], [3.225, -3.674, -0.304], [3.971, -2.902, -2.786], [3.905, -0.584, -2.222], [5.513, -1.072, -2.952], [5.278, -0.792, -1.171], [5.095, -4.196, -1.685]]}


{"formula": "C3H12N2S", "method": "ωB97M-V with the def2-TZVPD basis set", "smiles": "CSC.NCN", "relative_energy_kcal_mol": 9.2, "mol_weight_g_mol": 108.2, "symbols": ["C", "S", "C", "H", "H", "H", "H", "H", "H", "N", "C", "N", "H", "H", "H", "H", "H", "H"], "positions_angstrom": [[3.351, 1.556, -0.034], [2.899, 0.119, -1.035], [2.249, 0.930, -2.534], [4.323, 1.950, -0.310], [2.614, 2.350, -0.216], [3.313, 1.294, 1.009], [1.200, 0.658, -2.650], [2.804, 0.549, -3.393], [2.393, 2.005, -2.465], [-1.594, -1.233, 0.752], [-2.934, -1.659, 1.087], [-3.597, -0.598, 1.847], [-1.317, -0.439, 1.321], [-0.875, -1.932, 0.868], [-2.947, -2.560, 1.685], [-3.537, -1.879, 0.197], [-4.096, -1.004, 2.622], [-4.249, -0.106, 1.250]]}


{"formula": "C24H40F12O18S4V", "method": "ωB97M-V with the def2-TZVPD basis set", "charge": -2, "relative_energy_kcal_mol": 71.9, "multiplicity": 2, "mol_weight_g_mol": 1023.8, "s_squared": 0.78, "symbols": ["O", "V", "C", "F", "F", "F", "S", "O", "O", "O", "C", "F", "F", "F", "S", "O", "O", "O", "C", "F", "F", "F", "S", "O", "O", "O", "C", "F", "F", "F", "S", "O", "O", "O", "C", "C", "C", "O", "C", "H", "H", "H", "H", "H", "H", "H", "H", "C", "C", "C", "O", "C", "H", "H", "H", "H", "H", "H", "H", "H", "C", "C", "C", "O", "C", "H", "H", "H", "H", "H", "H", "H", "H", "C", "C", "C", "O", "C", "H", "H", "H", "H", "H", "H", "H", "H", "C", "C", "C", "O", "C", "H", "H", "H", "H", "H", "H", "H", "H"], "positions_angstrom": [[-0.167, -0.016, -0.096], [1.368, -0.433, 0.043], [4.066, 3.615, -0.184], [4.435, 3.005, -1.307], [5.112, 4.324, 0.317], [3.116, 4.444, -0.555], [3.287, 2.365, 1.087], [2.575, 3.078, 2.103], [2.467, 1.462, 0.223], [4.378, 1.518, 1.633], [0.667, 1.556, 4.613], [-0.584, 1.664, 4.112], [1.401, 2.729, 4.458], [0.663, 1.233, 5.939], [1.560, 0.166, 3.623], [1.088, -1.121, 4.146], [1.207, 0.345, 2.174], [2.987, 0.282, 3.871], [1.787, -4.455, 2.830], [1.486, -4.035, 4.043], [2.635, -5.519, 2.977], [0.636, -4.875, 2.133], [2.765, -3.108, 1.868], [1.815, -2.171, 1.251], [3.653, -2.331, 2.738], [3.496, -3.880, 0.864], [5.312, -2.085, -2.048], [4.859, -3.284, -1.634], [6.612, -2.052, -2.213], [4.612, -1.915, -3.172], [4.773, -0.715, -0.762], [5.352, -1.025, 0.549], [5.267, 0.573, -1.273], [3.286, -0.860, -0.745], [-0.158, -4.378, -1.528], [0.759, -4.092, -2.673], [1.591, -2.819, -2.257], [0.804, -2.131, -1.326], [-0.461, -2.900, -1.139], [0.352, -4.784, -0.654], [-1.072, -4.932, -1.739], [0.078, -3.805, -3.475], [1.390, -4.967, -2.827], [1.731, -2.358, -3.235], [2.486, -3.291, -1.853], [-1.144, -2.439, -1.852], [-0.817, -2.976, -0.111], [-3.503, -1.323, 4.114], [-3.204, -2.788, 3.937], [-1.943, -2.651, 3.059], [-2.155, -1.517, 2.263], [-2.911, -0.562, 2.984], [-2.859, -1.002, 4.933], [-4.528, -0.997, 4.294], [-3.987, -3.285, 3.365], [-2.980, -3.370, 4.831], [-1.772, -3.576, 2.509], [-1.130, -2.452, 3.758], [-3.753, -0.135, 2.438], [-2.250, 0.255, 3.272], [-5.229, -0.062, -1.607], [-5.110, 0.749, -2.946], [-3.657, 0.454, -3.449], [-3.004, -0.196, -2.360], [-3.719, -0.116, -1.170], [-5.652, -1.020, -1.909], [-5.943, 0.368, -0.905], [-5.252, 1.819, -2.795], [-5.864, 0.457, -3.677], [-3.087, 1.337, -3.735], [-3.533, -0.307, -4.221], [-3.431, 0.834, -0.719], [-3.579, -1.023, -0.582], [-1.239, 5.026, 1.892], [-2.432, 5.588, 1.106], [-2.367, 4.853, -0.267], [-1.651, 3.674, 0.066], [-1.162, 3.622, 1.418], [-1.265, 5.217, 2.965], [-0.525, 5.732, 1.468], [-2.335, 6.666, 0.972], [-3.333, 5.422, 1.697], [-1.827, 5.458, -0.996], [-3.368, 4.625, -0.633], [-0.089, 3.430, 1.427], [-1.765, 2.914, 1.987], [1.621, 0.854, -4.542], [0.235, 1.392, -4.334], [0.052, 1.353, -2.825], [1.202, 0.587, -2.305], [2.302, 0.935, -3.186], [2.101, 1.518, -5.260], [1.623, -0.147, -4.975], [-0.539, 0.797, -4.820], [0.036, 2.390, -4.723], [-0.870, 0.969, -2.388], [0.179, 2.271, -2.250], [3.265, 0.426, -3.150], [2.673, 1.935, -2.964]]}


{"formula": "C49H60Br2NO10P2SSi", "method": "ωB97M-V with the def2-TZVPD basis set", "charge": -1, "mol_weight_g_mol": 1104.9, "total_energy_ev": -251130.1655, "symbols": ["C", "C", "C", "C", "P", "C", "C", "O", "Si", "C", "C", "C", "C", "S", "C", "C", "O", "C", "C", "C", "N", "C", "C", "O", "O", "C", "C", "Br", "C", "C", "P", "O", "Br", "O", "H", "H", "H", "H", "H", "H", "H", "H", "H", "H", "H", "H", "H", "H", "H", "H", "H", "H", "H", "H", "H", "H", "H", "H", "H", "H", "H", "H", "H", "H", "H", "H", "H", "H", "H", "H", "H", "H", "H", "H", "H", "H", "H", "H", "C", "C", "C", "C", "C", "C", "C", "O", "C", "C", "C", "C", "C", "C", "C", "O", "H", "H", "H", "H", "H", "H", "H", "H", "C", "C", "C", "C", "C", "C", "C", "O", "C", "C", "C", "C", "C", "C", "C", "O", "H", "H", "H", "H", "H", "H", "H", "H"], "positions_angstrom": [[2.313, -8.433, 0.868], [1.029, -7.603, 0.652], [0.989, -7.048, -0.797], [0.362, -5.643, -0.940], [1.279, -4.168, -0.151], [-0.442, -3.620, 0.546], [-1.606, -3.321, -0.416], [-2.348, -2.176, 0.043], [-3.897, -1.955, -0.498], [-4.894, -3.493, -0.920], [-4.822, -1.094, 0.921], [-4.081, -0.774, -1.973], [3.018, -4.907, -0.489], [3.599, -5.266, -2.175], [2.298, -5.483, -3.401], [2.957, -5.498, -4.804], [1.955, -2.793, 0.773], [2.037, -1.571, 0.097], [3.407, -1.040, 0.720], [3.787, -1.797, 1.956], [4.956, -2.226, 2.073], [1.021, -0.464, 0.565], [0.965, -0.242, 2.055], [0.431, -0.915, 2.851], [1.572, 0.918, 2.500], [2.041, -1.926, -1.433], [1.297, -1.041, -2.497], [-0.576, -0.582, -2.196], [1.332, -1.679, -3.927], [2.078, -0.795, -4.960], [3.755, -1.872, -2.312], [4.891, -2.648, -1.453], [4.486, 0.302, -2.103], [1.318, -3.135, -1.555], [2.645, -8.872, -0.071], [3.127, -7.866, 1.318], [2.102, -9.281, 1.525], [0.879, -6.851, 1.421], [0.211, -8.320, 0.762], [0.308, -7.717, -1.339], [1.961, -7.201, -1.266], [-0.620, -5.814, -0.496], [0.136, -5.394, -1.980], [1.401, -4.859, 1.123], [-0.756, -4.429, 1.209], [-0.387, -2.772, 1.226], [-1.329, -3.294, -1.471], [-2.278, -4.191, -0.341], [-4.772, -4.222, -0.113], [-5.960, -3.272, -0.971], [-4.569, -3.973, -1.844], [-4.518, -1.481, 1.891], [-5.875, -1.341, 0.756], [-4.751, -0.009, 0.861], [-3.872, -1.323, -2.895], [-5.133, -0.486, -2.024], [-3.439, 0.101, -1.903], [3.720, -4.196, -0.055], [3.157, -5.796, 0.119], [1.475, -4.776, -3.401], [1.842, -6.466, -3.282], [2.364, -4.894, -5.493], [2.966, -6.501, -5.219], [3.955, -5.061, -4.761], [3.386, 0.033, 0.914], [4.276, -1.163, 0.073], [3.087, -1.945, 2.777], [5.048, -2.708, 2.967], [0.030, -0.857, 0.336], [1.208, 0.442, -0.008], [1.770, 1.464, 1.725], [1.781, -0.077, -2.626], [1.701, -2.700, -3.916], [0.324, -1.751, -4.323], [1.513, -0.810, -5.895], [3.045, -1.239, -5.190], [2.134, 0.247, -4.655], [5.423, -3.240, -2.002], [-2.564, 2.019, 4.758], [-2.636, 2.775, 5.925], [-3.759, 3.540, 6.192], [-4.814, 3.564, 5.288], [-4.732, 2.825, 4.106], [-3.609, 2.045, 3.850], [-5.827, 2.872, 3.101], [-5.751, 2.225, 2.078], [-7.008, 3.736, 3.376], [-8.016, 3.837, 2.426], [-9.126, 4.627, 2.676], [-9.237, 5.313, 3.881], [-8.233, 5.220, 4.829], [-7.111, 4.439, 4.578], [-6.022, 4.376, 5.594], [-6.121, 4.978, 6.644], [-1.689, 1.414, 4.555], [-1.813, 2.763, 6.628], [-3.816, 4.123, 7.102], [-3.552, 1.462, 2.941], [-7.931, 3.301, 1.490], [-9.908, 4.709, 1.932], [-10.109, 5.925, 4.078], [-8.316, 5.757, 5.765], [5.130, 3.340, -0.857], [4.799, 3.709, 0.443], [4.164, 4.916, 0.684], [3.867, 5.767, -0.374], [4.220, 5.406, -1.678], [4.841, 4.186, -1.915], [3.953, 6.323, -2.818], [4.254, 6.013, -3.953], [3.314, 7.639, -2.536], [3.107, 8.533, -3.579], [2.502, 9.754, -3.334], [2.093, 10.085, -2.046], [2.302, 9.199, -1.002], [2.921, 7.978, -1.241], [3.169, 7.051, -0.102], [2.814, 7.344, 1.022], [5.617, 2.392, -1.041], [5.036, 3.049, 1.269], [3.902, 5.200, 1.694], [5.102, 3.900, -2.925], [3.421, 8.274, -4.581], [2.346, 10.451, -4.148], [1.614, 11.037, -1.857], [1.988, 9.457, 0.000]]}


{"formula": "C21H20ClN2O4PtS", "method": "ωB97M-V with the def2-TZVPD basis set", "charge": 1, "relative_energy_kcal_mol": 23.0, "mol_weight_g_mol": 627.0, "symbols": ["Pt", "C", "C", "C", "C", "C", "C", "C", "S", "O", "O", "N", "C", "C", "O", "O", "H", "H", "H", "H", "H", "H", "H", "H", "H", "C", "C", "C", "C", "C", "C", "C", "H", "H", "H", "H", "H", "H", "H", "Cl", "C", "C", "C", "C", "N", "C", "H", "H", "H", "H"], "positions_angstrom": [[-0.327, -0.158, -1.410], [3.284, 3.222, 4.631], [2.284, 2.967, 3.539], [1.219, 2.093, 3.747], [0.276, 1.865, 2.757], [0.406, 2.515, 1.537], [1.451, 3.400, 1.309], [2.383, 3.617, 2.309], [-0.799, 2.254, 0.276], [-1.565, 1.094, 0.689], [-1.433, 3.497, -0.035], [0.110, 1.794, -1.035], [-0.023, 2.576, -2.265], [-0.986, 1.927, -3.232], [-1.523, 2.442, -4.164], [-1.155, 0.608, -2.994], [3.592, 2.292, 5.108], [2.849, 3.857, 5.404], [4.171, 3.723, 4.249], [1.121, 1.591, 4.702], [-0.569, 1.212, 2.931], [1.537, 3.914, 0.360], [3.200, 4.305, 2.136], [0.957, 2.641, -2.744], [-0.340, 3.591, -2.035], [1.573, -0.231, -0.536], [1.008, -1.505, -0.171], [0.187, -1.580, 0.981], [-0.406, -2.784, 1.322], [-0.175, -3.902, 0.535], [0.636, -3.851, -0.610], [1.216, -2.667, -0.973], [2.340, -0.182, -1.299], [1.649, 0.522, 0.239], [0.048, -0.687, 1.579], [-1.032, -2.855, 2.201], [-0.630, -4.845, 0.815], [0.797, -4.746, -1.196], [1.850, -2.593, -1.848], [-2.284, -3.946, -5.118], [-2.424, -3.246, -3.558], [-3.456, -3.602, -2.701], [-3.531, -2.992, -1.461], [-2.570, -2.065, -1.105], [-1.570, -1.749, -1.938], [-1.501, -2.301, -3.155], [-4.192, -4.329, -3.016], [-4.337, -3.216, -0.777], [-2.607, -1.527, -0.169], [-0.712, -1.962, -3.811]]}


{"formula": "C4H9NO2", "method": "ωB97M-V with the def2-TZVPD basis set", "smiles": "CC(C)O.N=C=O", "relative_energy_kcal_mol": 19.2, "mol_weight_g_mol": 103.1, "symbols": ["C", "C", "C", "O", "H", "H", "H", "H", "H", "H", "H", "H", "N", "C", "O", "H"], "positions_angstrom": [[0.284, -1.655, -1.281], [0.055, -0.475, -0.348], [0.750, 0.787, -0.826], [0.584, -0.758, 0.956], [1.356, -1.856, -1.376], [-0.123, -1.445, -2.276], [-0.207, -2.562, -0.906], [-1.027, -0.284, -0.262], [1.826, 0.609, -0.923], [0.353, 1.098, -1.797], [0.601, 1.605, -0.114], [0.211, -1.598, 1.259], [-0.584, 1.394, 2.399], [-1.545, 1.956, 1.927], [-2.479, 2.574, 1.568], [-0.057, 0.610, 2.002]]}